(1)
An isolated ion of composition C5H8Cl3N5 and charge +2 in a non-equilibrium geometry, computed with ωB97M-V with the def2-TZVPD basis set.

Each line ends with the Löwdin charge.
Geometry (Å):
C  -2.893  0.880  0.249  -0.261
C  -1.537  0.554  0.497  -0.157
C  -1.220  -0.999  0.027  -0.517
C  -0.446  1.521  0.608  -0.531
C  1.024  -0.413  -0.206  -0.437
N  -3.918  1.227  -0.149  0.248
N  0.065  -1.439  0.098  -0.230
N  0.812  0.846  0.520  -0.143
N  0.299  -2.780  -0.248  0.162
N  1.890  1.862  0.258  0.258
Cl  -2.490  -2.111  -0.176  0.963
Cl  -0.657  2.803  -0.785  0.700
Cl  0.835  -0.054  -2.149  0.550
H  -0.370  2.060  1.602  0.173
H  2.112  -0.821  -0.023  0.183
H  0.532  -2.889  -1.295  0.208
H  -0.865  -3.079  -0.166  0.128
H  0.793  -3.375  0.615  0.290
H  2.292  2.199  1.173  0.220
H  1.180  2.555  -0.100  0.045
H  2.564  1.453  -0.352  0.148

Computed properties:
- LUMO (spin up / spin down): -8.61 / -8.61 eV
- Net charge: +2
- HOMO (spin up / spin down): -16.2530 / -16.2540 eV
- Calculated total energy: -1848.7922 Eh
- Structure (SMILES): N#CC1=C(Cl)N([NH3+])[C@@H](Cl)N([NH3+])[C@H]1Cl
- Orbital gap (spin up / spin down): 7.64 / 7.64 eV
- Spin multiplicity: 1
- Energy above the lowest of the compared OMol25 structures with the same formula, charge and spin: 41.37 kcal/mol

=====

(2)
A 2-piece molecular cluster, C5H8ClF3O overall in a non-equilibrium geometry, computed with ωB97M-V with the def2-TZVPD basis set.

Each line ends with the Löwdin charge.
Geometry (Å):
C  0.193  -0.194  -1.464  -0.042
C  0.232  -1.666  0.561  0.000
C  1.178  1.933  0.805  -0.549
C  -0.591  -0.662  -0.289  -0.681
C  -0.745  0.584  0.634  -0.263
O  -1.775  -1.164  -0.632  0.051
F  1.034  2.627  1.960  -0.035
F  -1.596  1.514  0.212  0.101
F  -1.054  0.276  1.965  0.046
Cl  2.649  0.983  0.855  0.660
H  1.160  0.198  -1.215  0.034
H  -0.338  0.693  -1.897  0.105
H  0.310  -1.068  -2.204  0.131
H  -0.566  -2.147  1.142  0.090
H  0.366  -2.545  -0.172  0.123
H  1.024  -1.083  1.044  0.051
H  0.795  2.274  -0.106  0.048
H  -2.276  -0.554  -1.199  0.130

Computed properties:
- LUMO: 0.41 eV
- HOMO: -8.7371 eV
- Calculated total energy: -1030.2152 Eh
- Orbital gap: 9.15 eV
- Spin multiplicity: 1
- Energy above the lowest of the compared OMol25 structures with the same formula, charge and spin: 0.00 kcal/mol

=====

(3)
A 2-piece molecular cluster, C5H8ClN overall, computed with ωB97M-V with the def2-TZVPD basis set.

Each line ends with the Löwdin charge.
Geometry (Å):
C  1.429  0.749  1.315  -0.061
C  -2.111  -0.580  -0.231  -0.273
C  1.984  0.276  0.216  -0.840
C  -3.328  -1.275  0.083  -0.071
C  2.268  1.035  -1.032  -0.140
N  -1.144  -0.022  -0.474  0.170
Cl  2.435  -1.399  0.132  0.626
H  1.132  1.779  1.373  0.061
H  1.240  0.132  2.175  0.052
H  -3.374  -1.457  1.156  0.086
H  -4.183  -0.673  -0.218  0.085
H  -3.352  -2.226  -0.447  0.086
H  2.196  2.102  -0.845  0.077
H  3.264  0.799  -1.403  0.068
H  1.545  0.761  -1.798  0.072

Computed properties:
- LUMO: 0.72 eV
- HOMO: -8.9905 eV
- Calculated total energy: -710.2322 Eh
- Structure (SMILES): C=C(C)Cl.CC#N
- Orbital gap: 9.71 eV
- Spin multiplicity: 1
- Energy above the lowest of the compared OMol25 structures with the same formula, charge and spin: 12.68 kcal/mol

=====

(4)
An isolated ion of composition C5H8ClN4 and charge +1 in a non-equilibrium geometry, computed with ωB97M-V with the def2-TZVPD basis set.

Each line ends with the Löwdin charge.
Geometry (Å):
C  -1.933  -0.554  0.953  -0.024
C  -3.057  0.903  -0.107  -0.083
C  -1.271  -0.360  -0.287  -0.218
C  2.212  -0.103  -0.194  -0.524
C  0.026  -0.606  -0.730  -0.052
N  -3.003  0.216  1.025  0.120
N  -2.084  0.554  -0.951  0.143
N  3.237  -0.357  0.633  0.119
N  1.067  -0.914  0.019  0.030
Cl  1.278  1.771  -0.004  0.336
H  -1.679  -1.229  1.748  0.129
H  -3.784  1.670  -0.304  0.148
H  2.491  -0.020  -1.241  0.129
H  0.265  -0.263  -1.734  0.146
H  -1.877  0.993  -1.837  0.180
H  4.143  0.024  0.419  0.127
H  3.064  -0.504  1.618  0.124
H  0.903  -1.222  0.974  0.170

Computed properties:
- LUMO: -5.62 eV
- Net charge: +1
- HOMO: -13.7467 eV
- Calculated total energy: -874.2731 Eh
- Structure (SMILES): N[C@H](Cl)/[NH+]=C/c1cnc[nH]1
- Orbital gap: 8.13 eV
- Spin multiplicity: 1
- Energy above the lowest of the compared OMol25 structures with the same formula, charge and spin: 2.77 kcal/mol

=====

(5)
C5H8ClNO as an isolated structure in a non-equilibrium geometry, computed with ωB97M-V with the def2-TZVPD basis set.

Each line ends with the Löwdin charge.
Geometry (Å):
C  2.045  -1.035  -0.137  -0.171
C  1.673  0.351  -0.031  -0.407
C  0.274  0.568  0.228  -0.578
C  -0.603  -0.491  0.192  0.009
C  -2.206  -0.248  0.069  -0.473
H  2.087  -1.546  0.995  0.149
H  1.193  -1.468  -0.811  0.101
H  3.018  -1.386  -0.684  0.108
H  2.572  0.830  0.552  0.159
H  1.834  0.878  -0.985  0.111
H  -0.324  -1.427  0.374  0.045
H  -2.105  1.846  0.726  0.159
H  -3.761  1.171  -0.087  0.132
N  -2.676  1.041  -0.129  0.000
O  -2.810  -1.351  -0.179  -0.028
Cl  -0.210  2.267  -0.092  0.684

Computed properties:
- LUMO: 0.39 eV
- HOMO: -9.7095 eV
- Calculated total energy: -785.3775 Eh
- Orbital gap: 10.10 eV
- Spin multiplicity: 1
- Energy above the lowest of the compared OMol25 structures with the same formula, charge and spin: 94.43 kcal/mol

=====

(6)
C5H8DyFO4 as an isolated structure in a non-equilibrium geometry, computed with ωB97M-V with the def2-TZVPD basis set.

Each line ends with the Löwdin charge.
Geometry (Å):
C  1.327  0.096  1.575  -0.450
O  0.236  0.920  1.345  -0.536
Dy  -1.390  2.309  2.452  1.751
C  2.592  0.572  0.871  -0.095
H  1.546  -0.005  2.658  0.101
H  1.097  -0.936  1.233  0.105
H  3.427  -0.120  1.056  0.081
H  2.433  0.635  -0.216  0.068
H  2.882  1.569  1.236  0.074
C  -1.945  0.530  -0.294  -0.581
O  -2.059  -0.796  -0.119  0.153
C  -1.478  -1.475  -1.201  -0.273
C  -0.758  -0.370  -1.965  -0.010
O  -1.358  0.818  -1.441  0.112
O  -2.598  1.335  0.356  -0.057
F  -2.487  -2.024  -1.947  0.079
H  -0.847  -2.286  -0.825  0.178
H  0.313  -0.350  -1.731  0.143
H  -0.934  -0.423  -3.043  0.156

Computed properties:
- LUMO (spin up / spin down): -3.75 / -5.32 eV
- Net charge: +1
- HOMO (spin up / spin down): -12.4625 / -12.5034 eV
- Calculated total energy: -1480.9595 Eh
- Orbital gap (spin up / spin down): 8.71 / 7.19 eV
- Spin multiplicity: 7
- Energy above the lowest of the compared OMol25 structures with the same formula, charge and spin: 0.00 kcal/mol

=====

(7)
C5H8F2INO2S as an isolated structure in a non-equilibrium geometry, computed with ωB97M-V with the def2-TZVPD basis set.

Each line ends with the Löwdin charge.
Geometry (Å):
C  -1.449  1.533  -1.173  -0.125
C  -1.419  2.061  0.220  -0.172
C  -1.943  0.017  -0.901  -0.092
C  -1.094  0.830  1.010  -0.171
C  3.546  -1.793  -0.467  -0.793
N  -1.441  -0.263  0.476  -0.050
O  -0.191  -1.073  2.797  -0.450
O  0.805  -2.204  0.908  -0.504
F  3.768  -2.229  -1.713  -0.008
F  4.645  -1.962  0.312  -0.027
S  -0.401  -1.954  1.708  0.849
I  2.995  0.326  -0.426  0.747
H  -2.009  2.140  -1.834  0.094
H  -0.435  1.606  -1.490  0.087
H  -0.609  2.865  0.359  0.147
H  -2.317  2.330  0.692  0.102
H  -2.965  -0.088  -1.051  0.094
H  -1.497  -0.728  -1.391  0.065
H  2.551  -2.266  -0.047  0.071
H  -0.539  0.851  2.010  0.136

Computed properties:
- LUMO: 0.21 eV
- HOMO: -9.6402 eV
- Calculated total energy: -1296.1029 Eh
- Orbital gap: 9.85 eV
- Spin multiplicity: 1

=====

(8)
C5H8FHgO4 as an isolated structure in a non-equilibrium geometry, computed with ωB97M-V with the def2-TZVPD basis set.

Each line ends with the Löwdin charge.
Geometry (Å):
C  2.104  4.739  -0.900  -0.308
O  1.757  3.427  -0.479  -0.112
C  2.978  5.388  0.152  -0.081
H  2.637  4.692  -1.865  0.122
H  1.191  5.341  -1.051  0.116
H  3.255  6.403  -0.170  0.078
H  2.443  5.462  1.110  0.079
H  3.899  4.809  0.305  0.082
C  -0.216  0.838  -3.436  -0.795
O  0.263  0.127  -2.506  -0.096
C  1.358  2.377  -1.478  -0.260
C  0.371  2.918  -2.505  -0.090
O  0.311  2.059  -3.633  0.010
O  -1.263  0.554  -4.050  -0.098
F  2.539  2.002  -2.131  0.031
H  0.951  1.628  -0.785  0.151
H  -0.622  2.991  -2.045  0.151
H  0.693  3.896  -2.879  0.132
Hg  -1.628  -1.906  -3.353  0.888

Computed properties:
- LUMO (spin up / spin down): -0.07 / -3.87 eV
- HOMO (spin up / spin down): -9.7282 / -9.4018 eV
- Calculated total energy: -749.4897 Eh
- Orbital gap (spin up / spin down): 9.65 / 5.53 eV
- Spin multiplicity: 2
- Energy above the lowest of the compared OMol25 structures with the same formula, charge and spin: 7.31 kcal/mol

=====

(9)
C5H8FMgO4 as an isolated structure in a non-equilibrium geometry, computed with ωB97M-V with the def2-TZVPD basis set.

Each line ends with the Löwdin charge.
Geometry (Å):
O  0.796  0.492  -0.974  -0.296
C  1.671  -0.516  -0.995  -0.470
C  1.251  -1.574  0.029  -0.070
O  0.649  -0.859  1.111  0.041
C  -0.497  -0.236  0.807  -0.611
O  -1.460  -1.062  0.459  0.055
O  -0.697  0.911  1.248  -0.070
C  -2.734  -0.514  0.061  -0.187
H  2.099  -2.139  0.427  0.139
F  2.980  -0.077  -0.616  -0.053
H  1.809  -0.964  -1.994  0.150
H  0.515  -2.249  -0.426  0.133
H  -3.439  -1.336  0.228  0.130
H  -2.981  0.313  0.736  0.126
C  -2.737  -0.072  -1.385  -0.057
H  -3.759  0.228  -1.656  0.085
H  -2.081  0.794  -1.540  0.075
H  -2.430  -0.893  -2.046  0.089
Mg  0.629  2.137  0.164  0.793

Computed properties:
- LUMO (spin up / spin down): 0.58 / -0.17 eV
- HOMO (spin up / spin down): -6.1428 / -9.7654 eV
- Calculated total energy: -796.2573 Eh
- Orbital gap (spin up / spin down): 6.72 / 9.60 eV
- Spin multiplicity: 2
- Energy above the lowest of the compared OMol25 structures with the same formula, charge and spin: 0.00 kcal/mol

=====

(10)
One molecule with the formula C5H8FN in a non-equilibrium geometry, computed with ωB97M-V with the def2-TZVPD basis set.

Each line ends with the Löwdin charge.
Geometry (Å):
C  -1.872  -0.427  -0.231  -0.242
C  -2.878  -0.869  0.300  0.081
C  1.691  0.832  -0.394  -0.072
C  -1.004  0.417  -0.987  -0.070
C  0.545  -0.244  -0.168  -0.269
N  0.489  -0.364  1.291  0.034
F  -0.086  -1.666  1.709  -0.116
H  2.055  1.190  0.526  0.035
H  1.271  1.772  -0.866  0.083
H  2.544  0.360  -1.045  0.112
H  -1.015  1.378  -0.268  0.143
H  -1.087  0.845  -1.957  0.083
H  0.897  -1.208  -0.555  0.120
H  1.373  -0.368  1.649  0.062
H  -2.923  -1.649  0.996  0.014

Computed properties:
- LUMO: 0.81 eV
- HOMO: -9.3057 eV
- Calculated total energy: -349.6805 Eh
- Structure (SMILES): C#CC[C@@H](C)NF
- Orbital gap: 10.12 eV
- Spin multiplicity: 1
- Energy above the lowest of the compared OMol25 structures with the same formula, charge and spin: 149.86 kcal/mol

=====

(11)
One molecule with the formula C5H8FNO2 in a non-equilibrium geometry, computed with ωB97M-V with the def2-TZVPD basis set.

Each line ends with the Löwdin charge.
Geometry (Å):
C  0.351  0.328  -0.101  -0.254
C  -0.629  0.060  1.155  -0.044
C  -1.720  -0.323  0.089  -0.081
C  -0.707  -0.439  -1.038  -0.196
C  1.752  -0.321  -0.086  -0.481
H  1.078  2.216  -0.285  0.002
H  -0.464  1.992  -0.481  0.035
H  -0.215  -0.657  1.625  0.019
H  -0.698  0.925  1.827  0.120
H  -2.643  0.544  -0.110  0.181
H  -2.238  -1.268  0.335  0.106
H  -0.833  -0.162  -1.842  0.027
H  2.513  -1.495  0.660  -0.046
N  0.423  1.718  -0.637  0.158
O  1.747  -1.343  0.721  0.258
O  2.670  0.013  -0.733  0.180
F  -0.387  -1.789  -1.099  0.015

Computed properties:
- LUMO: 0.84 eV
- HOMO: -9.5864 eV
- Calculated total energy: -500.2361 Eh
- Structure (SMILES): N[C@@]1(C(=O)O)CC[C@@H]1F
- Orbital gap: 10.43 eV
- Spin multiplicity: 1
- Energy above the lowest of the compared OMol25 structures with the same formula, charge and spin: 108.97 kcal/mol

=====

(12)
C5H8I2 as an isolated structure in a non-equilibrium geometry, computed with ωB97M-V with the def2-TZVPD basis set.

Each line ends with the Löwdin charge.
Geometry (Å):
C  0.187  -0.332  1.473  -0.148
C  -0.182  0.102  -0.002  -0.583
C  1.238  -0.386  0.395  -0.924
C  -0.435  1.432  -0.518  -0.126
C  -0.944  -1.045  -0.693  -0.077
I  2.938  1.716  0.148  0.319
I  2.416  -2.034  -0.016  0.853
H  0.157  0.227  2.447  0.124
H  -0.391  -1.280  1.634  0.110
H  0.086  2.220  0.072  0.039
H  -1.500  1.694  -0.613  0.097
H  -0.043  1.431  -1.508  0.070
H  -1.076  -0.736  -1.868  0.138
H  -2.042  -1.051  -0.440  0.095
H  -0.407  -1.958  -0.512  0.010

Computed properties:
- LUMO (spin up / spin down): -1.48 / -1.48 eV
- HOMO (spin up / spin down): -8.9624 / -8.9622 eV
- Calculated total energy: -790.5882 Eh
- Orbital gap (spin up / spin down): 7.48 / 7.48 eV
- Spin multiplicity: 1
- Energy above the lowest of the compared OMol25 structures with the same formula, charge and spin: 42.76 kcal/mol